1.
The following is a quantum chemistry calculation of a cluster of 2 separate species, CH6OS in total, from the OMol25 dataset.

Cartesian coordinates (Å):
O  2.177  -0.630  -2.752
S  -1.951  1.536  1.528
H  0.340  0.925  1.258
H  1.434  -1.263  -2.869
H  2.853  -1.085  -3.363
C  -0.618  0.313  1.560
H  -0.664  -0.527  0.948
H  -0.695  0.114  2.633
H  -2.876  0.615  1.057

Forces on the atoms, in the same order (eV/Å):
0.860 -2.042 -1.776
-1.463 -0.859 -1.466
-1.646 -1.425 0.931
0.390 0.745 0.334
-1.254 1.296 1.446
2.020 3.317 1.488
-0.544 -1.265 -1.029
1.184 -0.801 -0.376
0.452 1.034 0.448

Calculated values
total charge: 0
LUMO: 0.71 eV
HOMO energy: -8.852 eV
energy above the lowest of the compared OMol25 structures with the same formula, charge and spin: 0.675 eV
max |F|: 4.2 eV Å⁻¹
orbital gap: 0.3515 Ha
SMILES: CS.O

Löwdin atomic charge list, values in e, 4 entries: number 1, O, carries -0.110; number 2, S, carries 0.579; number 3, H, carries 0.066; number 4, H, carries 0.036

2.
The following is a quantum chemistry calculation of a structure of composition C20H32BrN2O2PS4Tc, from the OMol25 dataset.

Cartesian coordinates (Å):
C  -2.709  -1.646  3.006
H  -0.606  4.583  0.946
N  3.170  3.772  -0.293
H  -1.633  3.323  1.205
H  2.143  -0.279  3.488
C  1.444  -0.128  -2.171
O  1.122  0.873  0.581
H  -0.906  -2.675  3.810
C  -2.978  1.765  -2.401
C  2.842  2.884  0.872
H  -1.301  2.166  -5.386
C  2.155  -2.084  2.152
S  -0.213  -0.488  2.840
C  -1.959  -3.840  -0.521
C  -1.377  -1.674  3.709
H  -3.444  -2.471  3.293
H  0.992  1.165  -5.236
H  0.271  -4.281  -2.306
C  -2.803  2.070  -3.824
H  3.016  -1.631  1.712
H  -3.547  2.712  -4.325
C  1.720  0.263  -3.500
H  -1.388  4.392  2.499
H  -3.128  -0.605  3.037
H  3.420  1.956  0.864
H  2.296  3.920  -0.863
H  3.154  3.326  1.836
H  2.654  0.099  -4.053
H  3.525  4.682  0.055
S  -1.081  -2.464  -1.290
C  -1.549  1.777  -4.421
C  1.305  -3.638  -0.503
H  -0.159  2.223  2.791
H  2.316  -3.101  2.452
O  0.735  3.353  -0.534
C  -0.776  0.697  -2.351
H  0.880  3.667  2.771
C  0.214  0.007  -1.677
C  -0.477  1.186  -3.674
H  3.845  3.359  -0.935
H  -1.662  -4.026  1.681
C  0.503  -3.367  -1.723
H  -2.798  -3.967  -1.172
C  0.762  0.881  -4.231
H  1.157  -4.656  -0.116
C  1.520  -1.129  3.229
C  0.255  3.044  2.124
C  -2.316  -3.561  0.887
H  1.429  -1.679  4.146
C  -1.995  1.132  -1.717
H  2.253  -0.436  -1.522
H  -1.320  -4.769  -0.653
N  -0.915  3.923  1.690
S  -2.378  -1.759  1.133
S  0.988  -2.303  0.719
H  -1.555  -1.359  4.732
H  1.096  -2.731  -2.385
Br  -2.183  1.220  0.305
Tc  -0.441  -0.692  0.150
H  -3.796  2.226  -1.858
H  2.353  -3.622  -0.785
P  1.147  2.430  0.678
H  -3.287  -4.018  1.032

Forces on the atoms, in the same order (eV/Å):
-0.315 0.385 -1.630
-0.121 -0.087 0.560
0.896 0.684 0.333
0.721 0.703 0.559
0.057 0.139 -0.490
2.443 -0.058 -1.016
-0.473 1.736 1.100
-0.269 0.538 -0.495
-0.110 1.017 -1.134
1.886 -0.211 0.640
-0.193 0.027 -0.590
-1.058 1.064 -0.589
0.872 -0.458 1.515
1.693 -1.259 -0.675
0.755 -0.630 0.275
0.939 1.326 -0.314
-0.122 0.154 -0.522
-0.203 0.445 0.501
1.858 -0.408 0.657
0.789 0.064 -0.004
0.352 -0.718 0.210
0.884 -0.228 -0.120
0.601 -0.147 -0.797
-0.118 -1.145 0.414
0.154 0.188 -0.488
-0.195 -0.042 0.519
-0.406 0.227 -0.570
-0.090 -0.145 0.893
-0.026 -0.488 -0.540
0.978 -0.655 -2.024
-1.332 0.933 1.759
1.274 -1.059 0.563
0.484 0.925 -0.908
0.305 -0.351 0.558
-0.177 -2.306 2.836
-0.615 1.234 -0.024
0.072 -0.093 -0.217
-1.454 -0.209 1.716
-2.551 -0.726 0.444
0.399 0.075 0.179
-0.286 0.516 -1.075
-0.418 0.908 -0.953
-0.786 -0.099 -0.181
-0.125 0.237 -0.169
-0.325 0.554 0.558
-0.804 -0.718 -0.678
-1.666 -0.112 1.617
0.265 -0.613 1.884
-0.237 -0.334 0.505
0.264 0.120 -1.280
0.075 -0.493 -0.158
-0.775 1.092 0.300
-0.543 -0.482 -0.263
-2.856 -1.720 1.759
0.478 -1.466 0.673
0.292 0.419 0.215
-0.531 0.215 -0.026
-0.048 0.008 -1.538
1.370 1.182 -0.821
-0.196 -0.207 -0.288
0.285 0.171 0.074
-1.543 0.036 -3.623
-0.476 0.350 0.385

Calculated values
total charge: +4
LUMO (alpha / beta): -12.38 / -13.68 eV
spin multiplicity: 4
HOMO energy (alpha / beta): -18.658 / -18.714 eV
energy above the lowest of the compared OMol25 structures with the same formula, charge and spin: 0.712 eV
max |F|: 3.9 eV Å⁻¹
orbital gap (alpha / beta): 0.2307 / 0.1852 Ha

Löwdin atomic charge list, values in e, 4 entries: number 1, C, carries -0.369; number 2, H, carries 0.166; number 3, N, carries 0.162; number 4, H, carries 0.047